Computed, not measured: 2 unconnected molecules or ions with the total composition C10H15NO2S in a non-equilibrium geometry, with ωB97M-V/def2-TZVPD.

Results
E: -993.2676 hartree
HOMO level: -8.6 eV
energy above the lowest of the compared OMol25 structures with the same formula, charge and spin: 5.564 eV
LUMO energy: -0.06 eV
HOMO-LUMO gap: 0.315 Eh
spin multiplicity: 1
SMILES: Cc1cc(C)cc(C)c1.C1ONOS1

Geometry (Å):
C: 0.3128 0.9858 -1.1383
C: 0.6257 -1.3809 -0.9506
C: 0.0707 -0.2649 -1.6396
C: 1.1593 1.1736 -0.0510
C: 1.2436 -1.1745 0.2760
C: 1.4930 0.1147 0.7204
C: -2.4344 -0.1376 1.5687
C: -0.9708 -0.4673 -2.7063
C: 1.4820 2.6029 0.4590
C: 1.5957 -2.3339 1.2060
N: -3.3511 1.4266 0.1621
O: -3.3700 0.3382 -0.6403
O: -2.2707 1.2087 0.9890
S: -3.3365 -1.1626 0.3423
H: -0.0892 1.9452 -1.6123
H: 0.4000 -2.3168 -1.2919
H: -1.4132 -0.6046 1.8692
H: -2.9574 -0.1929 2.5513
H: -0.7347 0.0078 -3.7079
H: -1.0993 -1.4543 -3.0712
H: -2.0122 -0.3027 -2.4774
H: 0.9790 3.3677 -0.2932
H: 1.0163 2.5700 1.4837
H: 2.6040 2.5796 0.3684
H: 1.7771 -1.8757 2.1937
H: 0.7171 -3.0845 1.3561
H: 2.5051 -2.7829 0.8915
H: -4.1724 1.3848 0.6544
H: 1.9689 0.1305 1.6671

---

Computed, not measured: a molecular structure, C32H25Cl2LiN7O2S2, with ωB97M-V/def2-TZVPD.

Results
E: -3492.7628 hartree
HOMO level: -4.4 eV
energy above the lowest of the compared OMol25 structures with the same formula, charge and spin: 0.000 eV
LUMO energy: 2.25 eV
HOMO-LUMO gap: 0.243 Eh
spin multiplicity: 1
total charge: -1

Geometry (Å):
Li: 0.5448 -2.5343 -0.4649
S: -0.4604 -1.8175 2.6349
C: -0.1510 -0.5476 1.5598
N: 0.2093 -0.6513 0.3001
C: 0.4790 0.5728 -0.2812
C: 0.9242 0.7428 -1.5938
C: 1.1729 2.0253 -2.0536
C: 0.9723 3.1357 -1.2310
C: 0.5284 2.9763 0.0727
C: 0.2960 1.6924 0.5462
S: -0.2103 1.1423 2.1152
H: 1.0439 -0.1315 -2.2239
H: 1.5217 2.1697 -3.0691
H: 1.1693 4.1306 -1.6116
H: 0.3769 3.8377 0.7121
C: 3.0104 -1.4707 1.7766
C: 3.2970 -1.6440 0.3285
N: 2.5828 -2.3594 -0.5061
C: 3.1565 -2.1977 -1.7516
C: 4.2371 -1.3865 -1.6626
N: 4.3335 -1.0400 -0.3257
C: 5.2749 -0.0971 0.2093
N: 4.9737 1.2856 -0.0822
N: 5.4320 1.8231 -1.2356
N: 5.0977 3.0543 -1.2978
C: 4.3943 3.3707 -0.1542
C: 3.8615 4.5908 0.2741
C: 3.2457 4.6095 1.5008
C: 3.1467 3.4437 2.2914
C: 3.6654 2.2384 1.8845
C: 4.2987 2.2288 0.6362
H: 2.3069 -2.2347 2.1027
H: 2.5242 -0.5105 1.9619
H: 3.9153 -1.5360 2.3852
H: 2.7127 -2.6474 -2.6239
H: 4.9203 -0.9962 -2.3970
H: 6.2546 -0.2928 -0.2209
H: 5.3290 -0.2155 1.2884
H: 3.9366 5.4727 -0.3479
H: 2.8099 5.5285 1.8709
H: 2.6311 3.4967 3.2418
H: 3.5739 1.3531 2.4975
Cl: -3.6751 1.5311 0.1893
C: -3.9616 0.4042 1.4763
C: -4.4136 0.8832 2.6944
C: -4.6281 -0.0053 3.7350
C: -4.4084 -1.3605 3.5525
C: -3.9707 -1.8178 2.3222
Cl: -3.7256 -3.5153 2.0941
C: -3.7163 -0.9522 1.2560
N: -3.2123 -1.3897 0.0242
C: -4.0822 -1.6986 -1.0270
C: -5.4592 -1.8032 -0.8441
C: -6.2923 -2.1263 -1.9062
C: -5.7603 -2.3574 -3.1632
C: -4.3886 -2.2237 -3.3487
C: -3.5357 -1.8784 -2.3109
C: -2.0896 -1.5791 -2.5868
C: -1.0112 -2.4703 -1.9766
O: 0.1488 -2.3561 -2.4503
O: -1.2715 -3.1663 -0.9594
H: -4.5725 1.9451 2.8200
H: -4.9632 0.3616 4.6966
H: -4.5660 -2.0680 4.3546
H: -2.4086 -2.0215 0.0677
H: -5.8771 -1.6460 0.1430
H: -7.3599 -2.2082 -1.7395
H: -6.4017 -2.6209 -3.9949
H: -3.9645 -2.3629 -4.3376
H: -1.8592 -0.5866 -2.1763
H: -1.9136 -1.5212 -3.6608

---

Computed, not measured: 2 unconnected molecules or ions with the total composition C3H5FO in a non-equilibrium geometry, with ωB97M-V/def2-TZVPD.

Results
E: -292.2555 hartree
HOMO level: -9.2 eV
energy above the lowest of the compared OMol25 structures with the same formula, charge and spin: 3.833 eV
LUMO energy: 0.51 eV
HOMO-LUMO gap: 0.356 Eh
spin multiplicity: 1

Geometry (Å):
C: 3.1505 0.6623 -0.0120
C: -0.5237 0.1680 0.6659
C: -0.1532 0.9397 -0.5375
O: 2.6282 -0.3714 0.2666
F: 0.0595 2.1512 -0.0885
H: 2.5606 1.5721 -0.2461
H: -0.3684 0.7097 1.5644
H: 0.2953 -0.5502 0.6735
H: -1.3331 -0.4774 0.7304
H: 4.2514 0.6750 -0.1480

---

Computed, not measured: 11 unconnected molecules or ions with the total composition C35H73N3O22 in a non-equilibrium geometry, with ωB97M-V/def2-TZVPD.

Results
E: -3196.6110 hartree
HOMO level: -10.1 eV
energy above the lowest of the compared OMol25 structures with the same formula, charge and spin: 4.760 eV
LUMO energy: 0.02 eV
HOMO-LUMO gap: 0.370 Eh
spin multiplicity: 1
SMILES: C[N+](=O)[O-].C[N+](=O)[O-].C[N+](=O)[O-].CCOC(C)=O.CCOC(C)=O.CCOC(C)=O.CCOC(C)=O.CCOC(C)=O.CCOC(C)=O.CCOC(C)=O.CCOC(C)=O

Geometry (Å):
C: -5.3379 -7.0329 -4.3404
N: -6.4614 -6.2616 -3.6935
O: -7.1349 -5.5398 -4.4440
O: -6.7333 -6.5391 -2.5013
H: -5.1019 -6.4143 -5.2063
H: -5.8560 -7.9482 -4.6266
H: -4.5414 -7.0642 -3.5969
C: 10.2417 -0.5471 -2.3366
N: 9.6028 0.4195 -1.4022
O: 10.1150 1.5144 -1.2919
O: 8.5214 0.0976 -0.9587
H: 10.3034 -0.0403 -3.2997
H: 9.6969 -1.4905 -2.3020
H: 11.2333 -0.7808 -1.9489
C: 3.5296 -3.9768 8.2804
N: 2.3302 -4.0587 7.3274
O: 1.2677 -3.5237 7.5576
O: 2.5366 -4.7610 6.3193
H: 4.3571 -4.4734 7.7737
H: 3.3426 -4.4707 9.2339
H: 3.6596 -2.9073 8.4455
O: 8.8909 -10.8998 2.6309
C: 8.9782 -10.2355 1.5850
O: 8.6298 -8.9510 1.4320
C: 8.0242 -8.1612 2.4479
C: 7.6245 -6.8438 1.8133
C: 9.7311 -10.6881 0.3683
H: 8.7622 -8.0466 3.2418
H: 7.1867 -8.7544 2.8150
H: 8.4797 -6.2942 1.4202
H: 7.1007 -6.2487 2.5614
H: 6.9276 -6.9713 0.9849
H: 9.4414 -10.0536 -0.4693
H: 9.5129 -11.7259 0.1167
H: 10.8132 -10.6267 0.4849
O: 6.0960 -0.4135 -8.5534
C: 6.1112 0.2448 -7.5055
O: 7.0105 1.2014 -7.2184
C: 8.0882 1.4465 -8.0673
C: 8.7019 2.7920 -7.6789
C: 5.0966 0.1403 -6.3656
H: 7.7708 1.6330 -9.0933
H: 8.8037 0.6362 -7.9276
H: 7.9364 3.5576 -7.8054
H: 9.4712 3.1001 -8.3870
H: 9.0263 2.8821 -6.6422
H: 4.3471 -0.5891 -6.6728
H: 4.5288 1.0453 -6.1496
H: 5.5524 -0.0641 -5.3968
O: -0.1134 -2.5635 -0.0588
C: -0.5055 -2.2864 1.0845
O: 0.1449 -1.4543 1.8954
C: 1.3634 -0.8238 1.4944
C: 2.1103 -0.1287 2.6530
C: -1.7514 -2.9004 1.7741
H: 1.2088 -0.1876 0.6228
H: 2.0848 -1.5439 1.1082
H: 2.9763 0.3569 2.2031
H: 2.4983 -0.8255 3.3960
H: 1.6315 0.6896 3.1907
H: -2.1047 -3.8059 1.2808
H: -2.4765 -2.0883 1.7215
H: -1.4798 -3.0863 2.8132
O: 2.3337 7.3566 -0.5187
C: 2.4091 6.7226 -1.5575
O: 1.4793 6.0782 -2.2961
C: 0.0849 6.0389 -1.9581
C: -0.1140 4.9414 -0.8978
C: 3.7609 6.4274 -2.1815
H: -0.5520 5.8714 -2.8266
H: -0.2552 6.9494 -1.4648
H: -1.0827 4.9922 -0.4007
H: 0.5086 5.1412 -0.0257
H: 0.1347 3.9803 -1.3479
H: 3.6605 5.4552 -2.6641
H: 4.5103 6.4807 -1.3917
H: 3.8246 7.1607 -2.9854
O: -1.6230 2.7613 -8.1944
C: -2.7369 2.8721 -8.6566
O: -3.7870 2.0518 -8.5762
C: -3.5239 0.6983 -8.1296
C: -3.4623 0.6119 -6.5153
C: -3.1494 4.1433 -9.3176
H: -2.6516 0.1787 -8.5260
H: -4.3681 0.1177 -8.5016
H: -2.6381 1.2066 -6.1215
H: -3.3465 -0.4423 -6.2636
H: -4.3873 1.0323 -6.1207
H: -4.2055 4.3233 -9.1166
H: -3.0183 3.9987 -10.3899
H: -2.5737 5.0027 -8.9740
O: -7.6316 2.1640 -1.1914
C: -8.7930 2.3307 -1.4872
O: -9.3367 3.3721 -1.9739
C: -8.6076 4.6095 -2.1558
C: -7.9023 4.5469 -3.5162
C: -9.7408 1.1706 -1.5223
H: -8.0002 4.8054 -1.2722
H: -9.2903 5.4581 -2.1982
H: -7.8195 5.5688 -3.8863
H: -8.5958 4.1023 -4.2300
H: -6.9451 4.0379 -3.4031
H: -10.3787 1.1927 -0.6387
H: -9.1936 0.2287 -1.4837
H: -10.4797 1.1217 -2.3221
O: -0.4416 11.4034 8.4538
C: -0.6394 10.1984 8.4852
O: 0.1010 9.2497 7.8836
C: 1.2515 9.4959 7.0321
C: 2.3451 8.4015 7.1870
C: -1.6450 9.5172 9.3537
H: 1.6142 10.4965 7.2672
H: 0.8841 9.4969 6.0059
H: 2.7097 8.5758 8.1993
H: 3.1626 8.5355 6.4787
H: 2.0163 7.3669 7.0889
H: -1.8875 10.1618 10.1985
H: -1.3709 8.5298 9.7251
H: -2.5532 9.5369 8.7513
O: -8.4144 -4.1630 7.5373
C: -9.0545 -4.8077 6.7314
O: -9.5222 -6.0778 6.8347
C: -9.1238 -6.8348 7.9598
C: -9.9624 -8.1821 7.9587
C: -9.4482 -4.1010 5.5259
H: -9.2110 -6.2722 8.8893
H: -8.0657 -7.0633 7.8317
H: -10.9241 -8.0827 7.4553
H: -10.2057 -8.4782 8.9791
H: -9.3542 -8.9747 7.5227
H: -8.8705 -3.1767 5.5284
H: -10.4446 -3.6694 5.6204
H: -9.2636 -4.6096 4.5796

---

Computed, not measured: C20H24N2S3 in the gas phase in a non-equilibrium geometry, with ωB97M-V/def2-TZVPD.

Results
E: -2080.4466 hartree
HOMO level: -7.8 eV
LUMO energy: -0.39 eV
HOMO-LUMO gap: 0.271 Eh
spin multiplicity: 1
SMILES: CCN(CC)C(=S)SCCCc1ccc2c(c1)Sc1ccccc1N2

Geometry (Å):
C: 4.9334 -1.9775 1.7004
C: 5.0982 -0.7425 0.7180
N: 3.8017 -0.3762 0.0666
C: 3.6983 -0.8671 -1.3265
C: 4.0091 -2.4248 -1.4435
C: 3.6664 1.0572 0.1608
S: 4.2471 2.1670 -0.9032
S: 2.7648 1.6800 1.6577
C: 1.1032 2.1101 0.9517
C: 1.1000 3.5276 0.2472
C: -0.3719 4.0460 -0.0413
C: -1.2973 2.8535 -0.4384
C: -1.3912 2.2587 -1.7698
C: -2.3246 1.1575 -2.0627
C: -3.1950 0.6002 -1.0092
C: -3.0703 1.1941 0.3154
C: -2.1470 2.2827 0.6281
S: -4.1274 0.5813 1.6827
C: -4.5712 -1.0867 1.0566
C: -5.0056 -2.0667 2.0683
C: -5.4008 -3.4073 1.6305
C: -5.2958 -3.7063 0.2030
C: -4.8580 -2.7288 -0.7996
C: -4.4814 -1.3643 -0.3682
N: -4.1030 -0.4461 -1.4157
H: 5.7483 -2.7211 1.4984
H: 3.9598 -2.4909 1.4943
H: 4.9096 -1.6776 2.7826
H: 5.3913 0.1340 1.3611
H: 5.8690 -0.9312 -0.0851
H: 2.6169 -0.7601 -1.6230
H: 4.4038 -0.3599 -2.0381
H: 5.1094 -2.5942 -1.2599
H: 3.8390 -2.7112 -2.5204
H: 3.3678 -3.0453 -0.7663
H: 0.9164 1.3501 0.1404
H: 0.3250 2.0189 1.7578
H: 1.6022 4.2739 0.9151
H: 1.6209 3.4745 -0.7501
H: -0.3894 4.8077 -0.8736
H: -0.8017 4.5373 0.8787
H: -0.7323 2.7028 -2.5614
H: -2.3272 0.7826 -3.1119
H: -2.0950 2.6750 1.6716
H: -5.0504 -1.7574 3.1390
H: -5.7628 -4.1440 2.3864
H: -5.5633 -4.7352 -0.1533
H: -4.8266 -3.0615 -1.8622
H: -4.9123 -0.0883 -1.9289